(1)
The following is a DFT calculation (the ωB97M-V functional and the def2-TZVPD basis) of one molecule with the formula C5H6S2 at a distorted geometry.

Structure (XYZ):
```
13
Properties=species:S:1:pos:R:3:forces:R:3
C 1.60384 -0.83811 0.00297 -1.83 -0.51 0.16
C 0.45560 -1.20697 -0.01104 1.26 -0.13 0.63
C 2.87941 -0.30838 0.11411 0.28 0.22 -0.83
C -0.81331 -1.87278 0.07681 -0.82 4.88 -0.61
C 1.26005 1.94822 -0.47058 0.63 0.68 1.92
S 4.15626 -1.30634 0.22152 0.56 0.21 0.32
S 2.96249 1.41427 -0.07787 0.97 1.01 -0.30
H -0.89186 -2.51804 0.83542 -0.05 -2.39 3.11
H -0.91964 -2.38120 -0.79104 -0.81 -1.69 -2.86
H -1.62694 -1.09318 0.17119 0.64 -0.96 -0.18
H 1.10402 3.00701 -0.18820 0.76 -0.31 -0.22
H 0.79530 1.43908 0.38575 -1.13 -0.23 -1.30
H 1.01962 1.86111 -1.52203 -0.46 -0.77 0.18
```
Forces are in eV/Å.

Properties
- HOMO energy: -8.6 eV
- SMILES string: CC#CC(=S)SC
- Orbital gap: 8.06 eV
- Energy above the lowest of the compared OMol25 structures with the same formula, charge and spin: 205.3 kJ/mol
- Strongest force on any atom: 0.0969 hartree/bohr
- LUMO: -0.0184 Ha



(2)
The following is a DFT calculation (the ωB97M-V functional and the def2-TZVPD basis) of one molecule with the formula C4H9NO.

Structure (XYZ):
```
15
Properties=species:S:1:pos:R:3:forces:R:3
C -2.68889 -0.15457 -0.11036 -0.03 -0.02 0.00
C -1.23474 -0.52145 0.07702 -0.08 -0.10 -0.10
O -0.61234 0.64203 0.62088 0.04 0.11 0.28
C 0.70944 0.69416 0.46006 0.31 -0.01 -0.01
N 1.38045 -0.20716 -0.10800 -0.36 0.28 0.24
C 2.79458 0.02206 -0.27436 0.14 -0.03 -0.03
H -3.11289 0.21392 0.83028 0.04 -0.11 -0.16
H -2.76172 0.64651 -0.85488 -0.09 -0.18 0.13
H -3.27022 -1.01614 -0.44726 0.04 0.10 0.00
H -1.06272 -1.36899 0.75737 -0.16 0.21 -0.13
H -0.71092 -0.74387 -0.85423 -0.31 -0.18 -0.05
H 1.10401 1.61821 0.89188 0.09 0.01 -0.13
H 3.05554 -0.37878 -1.25866 0.29 0.15 0.21
H 3.33893 -0.53763 0.49854 0.06 0.14 -0.29
H 3.07147 1.09169 -0.22830 0.01 -0.34 0.03
```
Forces are in eV/Å.

Properties
- HOMO energy: -9.6 eV
- SMILES string: CCO/C=N/C
- Orbital gap: 10.78 eV
- Energy above the lowest of the compared OMol25 structures with the same formula, charge and spin: 140.3 kJ/mol
- Strongest force on any atom: 0.0099 hartree/bohr
- LUMO: 0.0420 Ha



(3)
The following is a DFT calculation (the ωB97M-V functional and the def2-TZVPD basis) of a 2-piece molecular cluster, C5H13N2 overall at a distorted geometry.

Structure (XYZ):
```
20
Properties=species:S:1:pos:R:3:forces:R:3
C 1.13258 -0.93587 0.68190 -1.02 0.97 -0.39
C 0.70663 -1.35252 -0.64654 1.39 -0.92 0.93
C -0.17981 -0.77064 -1.55283 -0.71 -0.12 -0.10
N 1.33742 -2.64205 -1.09170 -0.43 0.14 -0.49
H 0.62335 -0.00278 0.94259 0.06 -0.01 -0.01
H 0.84648 -1.69761 1.42848 0.21 -0.17 -0.02
H 2.22207 -0.77633 0.75514 0.08 -0.27 -0.06
H -0.46529 -1.33188 -2.44154 0.04 0.26 -0.15
H -0.67616 0.17313 -1.30126 0.11 0.44 0.25
H 1.82913 -3.14679 -0.33650 -0.07 0.17 -0.08
H 2.01265 -2.45547 -1.85668 0.06 -0.10 0.14
H 0.62268 -3.27227 -1.49920 0.20 -0.06 0.12
C -0.62419 3.05514 0.64485 0.57 -0.16 -0.18
C -2.02378 1.24753 1.06102 0.23 -0.26 0.04
N -1.11291 1.71755 0.31689 -0.33 -0.18 0.07
H 0.46520 3.01183 0.71460 -0.02 0.10 0.01
H -1.01877 3.45725 1.57855 -0.15 -0.04 -0.05
H -0.85635 3.71392 -0.19058 -0.07 0.06 0.07
H -2.46878 0.28352 0.81445 0.00 -0.04 0.06
H -2.37215 1.72432 1.97834 -0.15 0.21 -0.15
```
Forces are in eV/Å.

Properties
- HOMO energy (spin up / spin down): -16.7 / -16.7 eV
- Multiplicity: 2
- Orbital gap (spin up / spin down): 6.36 / 2.51 eV
- Energy above the lowest of the compared OMol25 structures with the same formula, charge and spin: 469.0 kJ/mol
- Strongest force on any atom: 0.0372 hartree/bohr
- Net charge: +2
- LUMO (spin up / spin down): -0.3797 / -0.5213 Ha



(4)
The following is a DFT calculation (the ωB97M-V functional and the def2-TZVPD basis) of a 2-piece molecular cluster, C3H8O2S overall.

Structure (XYZ):
```
14
Properties=species:S:1:pos:R:3:forces:R:3
C 1.49450 0.69607 0.86978 0.20 -0.03 0.21
S 2.31192 1.86816 -0.23742 -0.03 -0.01 -0.11
H 2.19330 -0.11779 1.04430 0.10 -0.02 -0.05
H 1.29253 1.16521 1.82840 -0.15 -0.03 0.01
H 0.59532 0.27110 0.44173 -0.14 0.10 -0.04
H 1.32727 2.77595 -0.25701 0.02 0.00 -0.01
O -2.47128 -0.28389 0.27879 -0.05 0.06 -0.02
C -1.70828 -1.13442 -0.08942 0.17 -0.13 0.08
O -1.19230 -2.05245 0.76517 -0.08 0.05 -0.10
C -1.20329 -1.32369 -1.48869 -0.01 -0.14 0.09
H -1.59937 -1.87784 1.62669 0.05 0.02 0.03
H -1.15138 -2.38497 -1.71950 -0.15 -0.04 -0.08
H -0.18251 -0.95365 -1.57932 0.00 0.19 0.06
H -1.86108 -0.79130 -2.16783 0.09 -0.02 -0.08
```
Forces are in eV/Å.

Properties
- HOMO energy: -9.1 eV
- SMILES string: CC(=O)O.CS
- Orbital gap: 9.78 eV
- Energy above the lowest of the compared OMol25 structures with the same formula, charge and spin: 0.0 kJ/mol
- Strongest force on any atom: 0.0056 hartree/bohr
- LUMO: 0.0242 Ha



(5)
The following is a DFT calculation (the ωB97M-V functional and the def2-TZVPD basis) of C21H22CuN5O6 as an isolated structure.

Structure (XYZ):
```
55
Properties=species:S:1:pos:R:3:forces:R:3
Cu 2.75460 -1.52440 -1.68180 0.03 -0.30 0.02
N 2.80243 -2.76850 0.09391 -0.10 0.10 -0.07
N 3.91640 -3.60869 -0.10423 0.04 -0.24 0.25
C 4.51403 -3.62071 -1.38490 -0.23 0.41 -0.21
O 5.27931 -4.52869 -1.64602 0.18 -0.25 0.01
O 4.20976 -2.62467 -2.14691 0.12 -0.06 -0.05
H 2.86492 -2.33145 1.00609 -0.03 0.02 -0.07
H 1.91727 -3.27628 -0.00027 0.08 0.03 0.00
H 3.84748 -4.53727 0.29225 -0.04 0.13 -0.03
C -1.30830 -5.64952 -2.84067 0.00 0.00 -0.08
N -0.42213 -4.54084 -3.13719 -0.06 -0.01 -0.23
C -0.33468 -4.02323 -4.40147 -0.05 -0.11 0.06
C 0.46521 -2.98992 -4.70404 0.01 0.02 0.08
C 1.24957 -2.42548 -3.62245 0.13 0.09 0.09
O 2.03773 -1.46406 -3.76418 0.03 0.09 0.11
N 1.13671 -2.95656 -2.38693 -0.16 -0.02 -0.22
C 0.32562 -3.98437 -2.09607 0.16 0.09 0.18
O 0.21546 -4.45031 -0.95814 -0.06 -0.10 0.10
H -1.54859 -6.15316 -3.77611 -0.04 -0.03 0.04
H -2.22976 -5.30918 -2.36605 0.00 0.02 0.03
H -0.81438 -6.34330 -2.16655 0.03 0.00 0.02
H -0.95346 -4.51511 -5.14176 0.01 0.01 0.00
H 0.53402 -2.59299 -5.70326 0.02 0.02 -0.02
C -0.92432 6.82050 3.27420 -0.02 0.04 0.00
C -1.49361 5.59161 2.60997 0.09 -0.03 0.05
C -2.82229 5.59966 2.19646 -0.02 -0.02 -0.04
C -3.36529 4.48757 1.57347 0.04 0.01 0.02
C -2.59851 3.35431 1.36504 -0.03 0.03 0.01
C -1.27146 3.32093 1.79527 0.19 -0.11 0.00
N -0.42358 2.23089 1.60115 -0.13 -0.07 -0.09
C -0.78189 0.94645 1.19779 0.08 0.15 0.08
C -1.94937 0.33789 1.67298 0.04 -0.01 -0.01
C -2.26875 -0.96147 1.32430 -0.02 -0.06 -0.01
C -1.42876 -1.69822 0.49910 -0.01 0.12 0.05
C -0.26699 -1.10187 0.04131 -0.01 0.04 -0.03
C 0.08693 0.20391 0.37147 0.12 -0.07 -0.07
C 1.41781 0.75553 -0.12534 -0.06 -0.48 -0.04
O 1.86219 1.80194 0.35055 0.00 0.31 0.13
O 2.04064 0.08402 -1.01745 -0.16 0.21 -0.01
C -0.71061 4.45133 2.41816 -0.03 0.14 0.02
C 0.73137 4.40041 2.84396 0.05 -0.02 0.03
H -1.66217 7.62263 3.28193 0.00 0.00 0.00
H -0.03422 7.18790 2.76086 0.00 -0.01 -0.03
H -0.63611 6.62520 4.30960 -0.01 -0.02 0.01
H -3.42155 6.48866 2.35139 -0.02 0.00 0.00
H -4.39158 4.50830 1.22926 -0.02 -0.01 -0.01
H -3.01604 2.50766 0.84148 -0.01 -0.03 -0.01
H 0.54230 2.43379 1.33387 -0.02 -0.01 -0.04
H -2.58291 0.88437 2.35720 -0.03 0.03 -0.01
H -3.17599 -1.40637 1.71601 -0.01 0.00 0.02
H -1.64758 -2.72074 0.22295 -0.02 -0.01 0.01
H 0.37895 -1.66305 -0.61343 0.06 -0.01 -0.05
H 0.95129 3.46102 3.35438 -0.04 -0.01 0.03
H 0.98931 5.22067 3.50915 -0.01 0.00 0.01
H 1.41358 4.44327 1.98972 -0.04 0.00 -0.05
```
Forces are in eV/Å.

Properties
- HOMO energy (spin up / spin down): -5.1 / -5.1 eV
- Multiplicity: 2
- Orbital gap (spin up / spin down): 7.74 / 7.51 eV
- Energy above the lowest of the compared OMol25 structures with the same formula, charge and spin: 0.0 kJ/mol
- Strongest force on any atom: 0.0100 hartree/bohr
- Net charge: -1
- LUMO (spin up / spin down): 0.0978 / 0.0895 Ha



(6)
The following is a DFT calculation (the ωB97M-V functional and the def2-TZVPD basis) of C19H22F3N3Ni2O3 as an isolated structure at a distorted geometry.

Structure (XYZ):
```
52
Properties=species:S:1:pos:R:3:forces:R:3
Ni -4.94716 19.49834 2.83584 -1.23 2.52 -1.91
Ni -7.40023 22.12628 4.36123 -1.35 0.27 -3.43
C -7.28343 24.12445 1.67733 1.91 0.48 1.22
O -6.69308 25.31773 2.15494 -1.03 0.54 -0.20
O -7.42195 23.37160 2.80015 -0.61 -1.64 1.11
C -8.58494 24.27657 0.86537 0.43 0.79 0.13
F -8.40894 25.18687 -0.09732 -0.03 -0.11 -0.26
F -8.87048 23.10290 0.23702 -0.19 0.05 0.30
F -9.61844 24.67926 1.59442 -0.03 -0.56 0.01
C -6.35731 26.41201 1.27906 0.53 -0.56 0.15
C -5.11887 27.01387 1.90069 0.58 0.17 -0.47
H -4.61432 27.68494 1.20179 -0.41 0.47 0.17
H -5.31201 27.48814 2.85938 0.01 0.12 -0.07
H -4.34881 26.24995 2.03664 -0.29 -0.27 0.23
H -7.19640 27.10071 1.19210 0.05 0.07 0.09
H -6.10697 26.06210 0.27244 -0.13 -0.17 0.02
H -6.48373 23.74816 1.01155 -0.49 -0.56 -0.58
O -6.23765 20.90360 3.34002 0.48 -0.92 0.81
H -6.29392 21.39418 2.50890 -0.09 0.24 0.23
N -3.81987 21.08120 2.04055 0.97 -0.19 -0.67
C -3.72500 22.33658 2.52191 -0.57 -0.47 1.60
C -3.03470 23.37404 1.94846 0.04 -0.06 -0.79
C -2.49730 23.16886 0.67849 -0.87 -0.11 0.38
C -2.55671 21.87908 0.15342 0.19 1.05 -0.01
C -3.17054 20.88025 0.87782 0.37 -0.68 -0.46
H -4.23824 22.47328 3.46423 0.03 0.20 -0.01
H -2.98729 24.33835 2.43137 -0.13 -0.03 0.08
H -2.18292 24.02251 0.09353 0.50 -0.17 0.01
H -2.12332 21.74832 -0.82777 -0.06 -0.59 0.04
H -3.09433 19.86777 0.49825 -0.35 -0.04 0.03
N -6.02996 19.30452 0.82352 0.13 -1.25 0.94
C -6.62835 20.32865 0.20961 0.85 0.35 0.13
C -7.24905 20.23318 -1.02583 -0.74 0.13 1.29
C -7.32985 18.98177 -1.59844 0.44 0.18 -0.65
C -6.57268 17.94374 -1.06692 -1.20 -0.17 0.26
C -6.08046 18.09590 0.21209 0.68 0.31 -0.20
H -6.57704 21.27236 0.73927 -0.10 0.16 -0.29
H -7.82018 21.10143 -1.32604 0.09 -0.09 -0.44
H -7.96204 18.80067 -2.45820 0.23 0.10 -0.19
H -6.59489 16.99712 -1.58808 0.19 -0.18 0.32
H -5.71947 17.23873 0.76519 0.28 0.04 -0.05
N -9.21625 21.07556 3.71152 -0.01 0.19 0.68
C -10.11820 20.54217 4.56131 -0.60 1.42 0.24
C -11.27885 19.91992 4.14044 0.40 0.28 -0.17
C -11.50518 19.83111 2.77962 -0.35 -1.27 -0.20
C -10.57742 20.31159 1.87935 0.55 0.55 0.32
C -9.47500 20.96525 2.39886 0.91 0.05 0.12
H -10.07847 20.93743 5.57070 0.45 -0.76 0.29
H -12.01766 19.56104 4.84097 0.10 0.04 0.13
H -12.37554 19.26958 2.46189 -0.09 0.29 -0.24
H -10.63835 20.25054 0.80292 -0.41 -0.06 0.02
H -8.74774 21.44823 1.76345 -0.06 -0.11 -0.07
```
Forces are in eV/Å.

Properties
- HOMO energy (spin up / spin down): -14.4 / -14.4 eV
- Multiplicity: 5
- Orbital gap (spin up / spin down): 6.54 / 5.96 eV
- Strongest force on any atom: 0.0719 hartree/bohr
- Net charge: +2
- LUMO (spin up / spin down): -0.2883 / -0.3090 Ha



(7)
The following is a DFT calculation (the ωB97M-V functional and the def2-TZVPD basis) of C14H10F5NSZn as an isolated structure at a distorted geometry.

Structure (XYZ):
```
32
Properties=species:S:1:pos:R:3:forces:R:3
C 1.07717 -1.28573 -1.89398 -0.85 -1.22 0.72
C -0.30935 -1.22766 -2.18666 0.71 -0.55 0.53
C -1.03308 -1.86840 -1.11900 1.07 -0.86 -0.06
C -0.03205 -2.38806 -0.18868 0.24 0.18 -0.90
C 1.25979 -2.03031 -0.67223 -2.18 0.39 -1.28
Zn -0.88697 -0.10031 0.02546 0.07 1.67 -0.82
C -1.56617 1.77137 -0.77353 -0.30 -0.39 -0.74
C -0.06878 1.91904 -0.89758 0.23 1.14 -1.73
C 0.64981 2.39659 -1.99098 -0.68 -0.41 0.92
N 0.43160 1.42391 0.23561 -0.19 -2.11 2.65
H -2.10120 -2.12180 -1.09373 0.55 0.19 -0.06
H -0.76026 -0.81623 -3.07993 0.06 0.28 0.19
H -0.25550 -3.01127 0.67675 0.06 0.36 -0.13
H 2.18538 -2.32272 -0.25523 0.81 -0.06 0.53
H 1.87860 -0.88237 -2.48436 0.05 0.27 -0.15
H -2.18280 1.55340 -1.65097 0.22 0.80 -0.31
H 1.28763 1.00670 0.55255 1.25 0.93 -1.25
H -2.06090 2.36812 0.00689 0.28 -0.32 -0.23
H 0.12388 2.86010 -2.80354 -0.07 0.10 -0.39
H 1.71351 2.20355 -2.05343 0.11 0.10 -0.08
F 1.72872 0.41112 6.35306 0.09 0.04 0.10
C 0.90629 0.26803 5.29082 0.10 -0.20 0.08
C 0.52391 1.38305 4.55704 0.24 -0.31 0.04
F 1.00291 2.60410 4.90306 -0.24 -0.44 -0.07
C -0.29320 1.21048 3.45624 -0.49 0.51 -0.96
F -0.60283 2.31388 2.73896 -0.10 -0.68 0.91
C -0.81062 -0.04727 3.07559 0.62 -0.32 0.82
S -2.01292 -0.31746 1.87787 -1.61 -0.23 1.78
C -0.30724 -1.14987 3.80276 -0.27 0.05 -0.48
F -0.63623 -2.40225 3.39498 0.20 0.54 0.58
C 0.50952 -1.01051 4.90642 0.14 0.18 -0.20
F 0.97928 -2.10042 5.56606 -0.13 0.37 -0.02
```
Forces are in eV/Å.

Properties
- HOMO energy: 0.6 eV
- Orbital gap: 4.35 eV
- Strongest force on any atom: 0.0659 hartree/bohr
- Net charge: -2
- LUMO: 0.1826 Ha



(8)
The following is a DFT calculation (the ωB97M-V functional and the def2-TZVPD basis) of a 2-piece molecular cluster, C4H12O3 overall at a distorted geometry.

Structure (XYZ):
```
19
Properties=species:S:1:pos:R:3:forces:R:3
C -0.50535 -1.10274 -0.59058 1.22 -0.79 -0.10
C -0.67881 -0.25426 0.65692 -0.83 1.67 -0.09
C 0.28440 -0.56132 1.78888 -0.55 0.48 1.00
O -0.46192 -0.64737 3.01131 -0.84 0.35 -0.16
C -0.54395 -0.49249 -1.98580 0.72 -1.33 -1.22
O 0.53431 0.36089 -2.41876 -0.53 0.76 0.80
H 0.49692 -1.57438 -0.42326 -0.66 -0.02 -0.70
H -1.23742 -1.92905 -0.69649 0.29 0.31 0.55
H -0.44892 0.82740 0.44873 -0.71 -1.03 -0.23
H -1.70731 -0.31335 1.05484 0.40 0.05 -0.17
H 0.78244 -1.50121 1.65627 0.71 -0.39 -0.32
H 0.93690 0.32074 1.83439 0.52 -0.65 0.20
H -0.01512 -1.07102 3.74285 0.56 -0.06 -0.20
H -0.47057 -1.33848 -2.70559 -0.49 0.17 0.53
H -1.50621 -0.03081 -2.19083 0.13 0.56 0.06
H 1.28340 -0.16704 -2.70604 -0.11 -0.13 0.15
H 0.83053 1.81225 -1.08611 0.49 -0.54 0.19
H 0.55748 3.13369 -0.55252 0.21 0.32 0.54
O 1.05190 2.34370 -0.29885 -0.54 0.27 -0.84
```
Forces are in eV/Å.

Properties
- HOMO energy: -10.0 eV
- SMILES string: OCCCCO.O
- Orbital gap: 10.79 eV
- Energy above the lowest of the compared OMol25 structures with the same formula, charge and spin: 104.0 kJ/mol
- Strongest force on any atom: 0.0377 hartree/bohr
- LUMO: 0.0277 Ha